Entry from the OMol25 dataset: 10 unconnected molecules or ions with the total composition C75H169F24N3OP8 (ωB97M-V/def2-TZVPD).

```
280
Properties=species:S:1:pos:R:3:forces:R:3
C -7.4746 -2.2775 3.6259 0.644 -0.522 0.785
N -6.3470 -3.0268 2.9153 -1.647 -2.943 -0.143
C -6.9128 -4.4878 2.5550 0.229 0.768 0.898
C -6.0752 -2.3172 1.5755 -0.290 -0.583 1.183
C -5.0811 -3.1396 3.8410 -1.591 1.092 0.119
C -5.3667 -3.3489 5.3934 -0.731 0.259 -1.055
O -6.3956 -4.3037 5.5893 -0.070 -0.695 -0.533
H -7.9695 -2.9184 4.3555 0.480 -0.244 -0.020
H -8.2941 -1.9583 2.9820 0.704 0.304 -0.482
H -6.9501 -1.5005 4.1820 -0.534 0.544 -0.320
H -7.8044 -4.3868 1.9362 0.409 0.268 -0.329
H -7.2348 -5.0318 3.4430 0.104 0.731 0.475
H -6.1589 -5.1556 2.1382 0.268 0.806 -0.575
H -5.8491 -1.2700 1.7763 0.281 -0.145 0.097
H -7.0385 -2.3612 1.0674 0.324 -0.073 -0.309
H -5.2946 -2.8705 1.0533 -0.168 0.265 -0.067
H -4.7736 -2.1114 3.6507 1.050 -0.065 0.677
H -4.3802 -3.8616 3.4218 -0.290 0.020 -0.152
H -5.7336 -2.4195 5.8290 0.561 0.299 -0.114
H -4.4697 -3.6955 5.9066 0.319 0.330 -0.275
H -6.7333 -4.2369 6.4854 0.061 0.058 0.125
C -1.8078 -6.3760 2.4199 0.297 -0.548 -0.739
C -1.9294 -7.8352 1.8865 -0.545 1.030 0.048
N -3.3850 -8.0988 1.9172 -2.061 -0.754 -0.884
C -4.0723 -8.2614 3.0821 -2.267 -0.961 0.197
C -5.4403 -8.3524 2.7766 1.648 1.557 0.433
N -5.5844 -8.0175 1.4347 2.790 -1.265 1.038
C -4.3261 -8.0122 0.9213 0.861 1.210 0.492
C -6.8346 -7.7039 0.7944 -0.722 0.542 -1.015
H -0.7480 -6.1798 2.5822 -0.185 0.323 0.340
H -2.4397 -6.2533 3.2996 0.568 -0.276 0.441
H -2.2384 -5.6316 1.7501 0.275 -0.232 -0.515
H -1.3712 -8.5299 2.5142 -0.559 -0.087 0.359
H -1.5267 -8.0478 0.8962 -0.317 0.545 -0.194
H -3.5756 -8.3598 4.0361 -0.095 -0.104 -0.125
H -6.3071 -8.4147 3.4178 0.199 -0.133 0.010
H -4.0080 -7.7470 -0.0761 -0.566 -0.096 -0.166
H -6.6289 -7.4553 -0.2467 -0.152 -0.510 -0.095
H -7.2808 -6.7794 1.1609 0.392 0.014 0.459
H -7.5889 -8.4752 0.9501 0.365 -0.230 -0.291
C 7.2555 0.1004 -0.6250 -0.629 -0.082 -1.068
C 8.7059 -0.0564 -1.1503 -0.550 0.281 1.835
C 9.6012 -0.5785 0.0069 0.133 0.211 0.228
C 9.9428 0.4812 1.1463 -0.070 -0.820 -0.911
P 11.1140 -0.1427 2.3951 0.853 -1.060 -1.026
C 10.5775 -1.8542 2.9392 1.037 1.553 -0.102
C 9.3259 -1.7732 3.7922 -0.918 -0.303 -0.635
C 8.4736 -3.0454 3.6939 -1.093 0.146 0.599
C 9.2332 -4.2897 4.1493 -0.276 0.797 -1.163
C 12.8066 -0.3766 1.7028 0.318 1.075 0.023
C 13.6337 0.9607 1.3854 -1.697 -2.240 0.499
C 15.0543 0.7268 0.9260 -0.722 -0.708 0.884
C 15.7612 2.0024 1.2476 1.123 0.375 -0.526
C 11.2696 0.9360 3.8425 -1.336 0.417 -0.296
C 9.9078 1.5619 4.3392 0.490 -0.338 1.268
C 10.1878 2.2205 5.6860 0.365 0.790 -0.238
C 8.9687 2.8744 6.3362 0.193 -1.600 -0.170
H 7.0439 0.3376 0.4176 0.767 0.375 0.138
H 6.6599 -0.8013 -0.7673 0.210 -0.317 -0.195
H 6.7526 0.8465 -1.2403 -0.088 0.106 0.171
H 9.0519 0.9100 -1.5171 0.196 -0.006 0.050
H 8.7049 -0.7396 -1.9996 0.153 -0.083 0.172
H 10.5292 -0.9597 -0.4193 0.234 0.067 0.118
H 9.0990 -1.4366 0.4537 -0.052 -0.071 0.067
H 9.0833 0.8105 1.7301 -0.262 0.053 -0.325
H 10.3671 1.3290 0.6084 0.144 0.312 0.429
H 11.4389 -2.1989 3.5114 0.046 -0.225 0.031
H 10.5206 -2.4777 2.0470 -0.239 0.045 -0.021
H 8.7447 -0.9106 3.4662 -0.307 -0.057 -0.026
H 9.5870 -1.5650 4.8298 0.068 -0.151 0.070
H 7.9208 -3.1685 2.7626 0.781 0.058 -0.732
H 7.5833 -2.9491 4.3153 0.193 0.386 0.700
H 8.5140 -5.0335 4.4924 0.510 -0.011 0.456
H 9.9559 -3.8807 4.8554 -0.013 -0.972 0.499
H 9.7545 -4.7029 3.2859 0.289 -0.197 0.200
H 12.8097 -0.9911 0.8026 -0.341 -0.177 0.061
H 13.2755 -0.9565 2.4977 0.367 -0.058 0.002
H 13.6727 1.5210 2.3195 -0.360 0.468 -0.388
H 13.0905 1.3919 0.5445 -0.101 0.851 0.451
H 14.9995 0.4525 -0.1275 0.580 0.117 -0.040
H 15.5028 -0.0893 1.4926 0.022 -0.218 -0.105
H 15.6842 2.3083 2.2909 -0.359 -0.200 0.066
H 15.3169 2.7785 0.6244 0.498 0.350 0.038
H 16.8337 1.8751 1.1005 0.009 0.436 -0.475
H 12.0005 1.7289 3.6831 -0.145 0.092 -0.429
H 11.7507 0.3189 4.6013 -0.310 -0.169 0.293
H 9.1745 0.8219 4.6596 0.016 -0.447 -0.735
H 9.3872 2.2698 3.6943 0.469 -0.114 -0.514
H 10.9273 3.0120 5.5645 0.371 -0.090 0.000
H 10.6299 1.4248 6.2855 -0.034 0.238 0.494
H 8.5559 3.6312 5.6693 0.131 0.388 0.526
H 9.2346 3.1432 7.3586 -0.220 0.729 -0.266
H 8.2111 2.0982 6.4440 -0.328 -0.005 0.026
C -3.6262 -0.8789 -4.7604 -0.052 -0.736 -0.540
C -3.1044 -2.3529 -4.9366 -0.404 1.631 -0.143
C -1.6919 -2.4681 -4.4538 1.093 -0.816 0.126
C -1.5393 -2.3200 -2.9554 0.727 0.698 0.723
P 0.0292 -2.7649 -2.1906 0.102 0.182 0.081
C 0.0763 -2.0066 -0.5022 -0.648 -0.757 -0.235
C -0.7999 -2.6783 0.5798 0.074 -0.886 1.513
C -1.4408 -1.7419 1.5937 -0.293 1.768 -1.097
C -2.6179 -0.9554 0.8994 0.194 -1.582 0.713
C 0.1706 -4.6273 -1.9760 0.068 0.127 -0.432
C -0.0746 -5.5693 -3.2043 -0.224 0.885 0.821
C 1.0840 -5.5970 -4.2010 -1.150 -1.068 0.293
C 0.8299 -6.6227 -5.3356 0.676 0.462 0.636
C 1.4305 -2.0007 -3.1437 0.557 -1.328 0.547
C 2.8031 -2.4533 -2.5590 0.235 0.449 -0.377
C 3.9577 -1.7283 -3.2661 -0.138 0.471 -0.505
C 4.3004 -2.3831 -4.5793 0.005 -2.023 -0.271
H -3.3969 -0.5420 -3.7495 -0.065 0.257 -0.051
H -4.6908 -0.7477 -4.9546 -0.221 -0.506 0.329
H -3.2080 -0.1998 -5.5034 0.628 -0.047 0.189
H -2.9660 -2.6002 -5.9891 -0.995 -0.160 -0.122
H -3.7660 -3.0230 -4.3875 0.000 -0.267 -0.348
H -1.0712 -1.7493 -4.9887 0.048 0.354 0.224
H -1.2715 -3.4274 -4.7555 -0.146 -0.352 -0.086
H -2.3115 -2.7938 -2.3492 -0.188 0.022 -0.183
H -1.5054 -1.2540 -2.7304 -0.468 0.336 0.171
H -0.2145 -0.9589 -0.5775 0.018 0.029 -0.452
H 1.1328 -2.0206 -0.2345 -0.004 -0.045 0.258
H -0.2160 -3.3231 1.2367 0.723 -0.254 -0.379
H -1.6226 -3.3526 0.3421 0.033 0.034 -1.292
H -0.6485 -1.0886 1.9589 -0.025 0.332 0.171
H -1.7757 -2.3034 2.4659 -0.245 -0.046 -0.099
H -3.2758 -1.7668 0.5881 -0.333 0.012 -0.158
H -2.3558 -0.4777 -0.0446 0.267 0.426 0.256
H -3.2183 -0.3369 1.5666 0.366 0.369 -0.064
H -0.5588 -4.9069 -1.2157 -0.322 0.467 0.012
H 1.1200 -4.8871 -1.5076 0.348 0.291 -0.124
H -1.0800 -5.3859 -3.5832 0.152 0.351 -0.501
H -0.1976 -6.5616 -2.7703 0.285 -0.196 0.042
H 1.9013 -5.9882 -3.5951 0.473 0.325 -0.172
H 1.3292 -4.6102 -4.5937 0.069 -0.022 -0.007
H 0.2920 -7.5052 -4.9892 -0.185 0.145 0.155
H 1.8279 -6.9833 -5.5848 -0.192 0.002 -0.796
H 0.2901 -6.1782 -6.1718 0.220 -0.163 -0.064
H 1.4738 -0.9233 -3.3027 -0.890 0.172 0.598
H 1.2963 -2.4014 -4.1485 0.137 -0.158 -0.135
H 2.9237 -3.5317 -2.6612 0.027 -0.115 0.034
H 2.9486 -2.2056 -1.5076 -0.616 -0.038 0.215
H 4.8414 -1.6666 -2.6309 0.025 -0.180 0.117
H 3.6530 -0.6959 -3.4373 -0.033 0.204 0.075
H 5.0875 -2.0043 -5.2313 -0.325 0.557 0.188
H 3.4285 -2.7081 -5.1469 -0.359 1.029 -0.433
H 4.6064 -3.4072 -4.3657 0.714 -0.200 0.418
C -2.6662 8.9624 -1.7995 0.666 -1.018 -0.545
C -2.3217 7.6252 -2.5361 0.270 1.011 -0.241
C -3.5910 6.9156 -2.9383 0.388 -0.696 0.366
C -3.3335 5.6941 -3.9084 -0.713 0.712 0.841
P -4.6306 4.3890 -3.9024 -0.013 0.981 -1.798
C -4.1968 3.2012 -5.2220 0.119 0.459 0.838
C -3.6498 3.8554 -6.5173 0.046 -1.258 0.677
C -3.0570 2.8540 -7.4810 1.210 -2.107 -0.816
C -1.7820 2.0464 -7.0390 0.375 1.273 0.395
C -4.6933 3.5464 -2.3292 0.570 -0.113 -0.051
C -5.4461 2.1976 -2.3311 -1.447 1.668 0.333
C -5.6745 1.8040 -0.8803 -0.252 -1.386 -0.805
C -6.5796 0.5773 -0.7557 -0.511 -0.875 1.685
C -6.1981 5.2152 -4.3046 -0.786 0.123 0.333
C -6.1079 6.2568 -5.4180 0.914 0.257 -1.426
C -7.4226 6.6889 -6.0779 -0.189 -1.527 0.272
C -8.1060 5.5073 -6.8710 -0.602 1.106 1.050
H -3.2133 9.6370 -2.4581 -0.309 -0.193 0.024
H -1.7573 9.5113 -1.5531 -0.002 -0.170 0.356
H -3.2487 8.7141 -0.9123 0.002 0.382 0.096
H -1.7082 6.9463 -1.9437 0.121 0.217 0.181
H -1.7542 7.8625 -3.4359 0.213 0.035 -0.078
H -4.2168 7.6967 -3.3699 -0.374 -0.490 -0.378
H -4.0260 6.6533 -1.9738 -0.523 -0.460 -0.143
H -2.4295 5.1138 -3.7235 0.378 0.288 0.409
H -3.1934 6.1805 -4.8737 -0.289 -0.557 -0.291
H -5.0345 2.5173 -5.3587 -0.386 0.197 -0.356
H -3.4968 2.5947 -4.6473 0.741 -0.150 -0.390
H -2.8388 4.5433 -6.2783 -0.350 0.412 0.015
H -4.4990 4.3002 -7.0362 0.280 0.408 0.093
H -2.8310 3.3830 -8.4068 -0.072 -0.066 -0.118
H -3.7414 2.0383 -7.7141 -0.668 0.404 -0.180
H -0.9053 2.6916 -6.9840 -0.128 0.604 0.858
H -1.2875 1.3216 -7.6857 -1.248 -0.458 -0.672
H -1.9657 1.5652 -6.0783 0.285 0.094 0.029
H -5.1168 4.3090 -1.6755 -0.613 -0.238 0.267
H -3.6926 3.4304 -1.9130 0.397 -0.110 -0.387
H -5.1095 1.4220 -3.0191 0.696 0.028 0.376
H -6.4440 2.4094 -2.7150 -0.211 -0.023 -0.242
H -6.2134 2.5779 -0.3338 0.515 0.357 -0.041
H -4.7254 1.5612 -0.4025 0.134 0.312 0.180
H -6.2543 0.0645 0.1494 0.311 -0.316 0.101
H -6.6763 -0.2142 -1.4989 0.460 0.516 -0.577
H -7.5916 0.8121 -0.4259 -0.231 0.458 -0.600
H -6.7006 5.6237 -3.4278 0.421 0.272 0.411
H -6.9206 4.4458 -4.5769 0.164 -0.411 -0.367
H -5.4591 5.8650 -6.2013 -0.049 -0.272 -0.199
H -5.5861 7.1877 -5.1957 0.091 -0.074 0.921
H -7.2330 7.5515 -6.7168 0.020 -0.126 -0.117
H -7.9947 7.0610 -5.2280 -0.741 -0.058 -0.236
H -8.2175 4.5880 -6.2961 0.825 -0.228 -0.011
H -7.6464 5.3490 -7.8466 0.038 -0.141 0.191
H -9.1719 5.6983 -6.9956 0.007 0.530 -0.507
C 2.9687 3.6296 6.8381 -1.601 0.600 -1.162
C 1.8351 4.4384 6.0748 0.959 -0.161 0.143
C 0.9030 3.5356 5.2368 -0.122 0.105 -0.435
C 1.5555 3.0009 3.8844 -0.973 1.298 1.134
P 0.2380 2.3552 2.7899 -0.912 -0.816 0.548
C 0.9865 1.3752 1.4296 0.518 1.641 -0.352
C 2.0048 2.1591 0.4732 -1.120 -0.392 1.293
C 2.9560 1.1975 -0.1604 0.561 0.326 -2.535
C 3.9013 2.0289 -1.1907 0.271 -1.423 2.115
C -0.7042 1.1873 3.8402 0.832 0.229 -1.086
C 0.1537 0.2075 4.6182 0.431 1.146 0.911
C -0.6146 -0.3454 5.8196 0.429 0.314 -1.023
C -1.6418 -1.3508 5.3818 0.050 -0.648 0.729
C -1.0130 3.6834 2.3563 1.949 -0.077 -0.408
C -2.0917 3.2424 1.3942 -1.625 -0.075 -0.122
C -3.2011 4.3482 1.1031 0.656 -1.314 0.809
C -2.6454 5.5395 0.3957 0.372 0.406 0.043
H 3.3643 2.9902 6.0489 0.244 -0.485 0.398
H 2.4474 3.0739 7.6175 0.455 -0.291 0.014
H 3.8063 4.1965 7.2444 -0.362 0.260 0.013
H 2.2939 5.1664 5.4059 0.227 -0.091 -0.300
H 1.2500 5.0994 6.7142 -0.130 -0.443 0.389
H 0.0226 4.1296 4.9915 0.074 0.294 -0.316
H 0.4266 2.7323 5.7987 0.542 -0.265 0.280
H 2.3634 2.3049 4.1101 -0.178 -0.206 -0.367
H 1.9740 3.9053 3.4427 0.228 -0.136 -0.363
H 0.1726 0.8956 0.8859 -0.009 0.166 -0.221
H 1.5026 0.5886 1.9803 0.228 -0.092 0.041
H 2.5965 2.8931 1.0202 -0.068 0.042 0.448
H 1.4734 2.7478 -0.2746 -0.254 -0.288 -0.076
H 2.3970 0.4017 -0.6527 -0.208 0.099 -0.480
H 3.5427 0.6342 0.5653 0.431 0.421 0.220
H 3.4802 2.6348 -1.9929 -0.534 -0.245 0.410
H 4.6960 1.4043 -1.5987 -0.314 -0.304 -0.263
H 4.4529 2.6262 -0.4647 0.075 0.740 -0.325
H -1.3694 0.6012 3.2061 -0.267 0.473 -0.018
H -1.2836 1.8882 4.4412 -0.251 -0.450 0.336
H 1.0368 0.6869 5.0407 0.098 0.415 -0.019
H 0.6068 -0.5386 3.9653 -0.467 -0.478 -0.053
H -1.1348 0.4329 6.3779 0.342 0.321 -0.092
H 0.1695 -0.7707 6.4459 -0.427 -0.403 0.385
H -2.4082 -1.0295 4.6764 0.220 0.474 0.028
H -2.1434 -1.6138 6.3131 -0.285 -0.706 -0.230
H -1.0810 -2.1761 4.9430 -0.351 -0.486 0.077
H -0.3355 4.4380 1.9568 -0.231 0.503 -0.232
H -1.4330 4.0731 3.2835 0.008 -0.211 0.126
H -2.5707 2.4036 1.8992 -0.417 -0.076 -0.128
H -1.7357 2.8504 0.4414 0.435 0.187 -0.068
H -3.6793 4.6116 2.0465 0.154 0.113 0.163
H -4.0168 3.9225 0.5186 0.191 -0.383 -0.079
H -3.4313 6.2805 0.2498 0.121 0.090 -0.219
H -2.1809 5.2510 -0.5472 -0.163 0.058 -0.211
H -1.8560 6.0076 0.9837 0.017 0.195 0.069
P -8.3310 0.9042 -5.7226 0.425 0.230 -0.601
F -7.0448 1.2134 -6.6437 0.159 0.041 -0.090
F -7.4733 -0.3131 -4.9252 -0.274 1.192 -0.670
F -7.7329 2.0574 -4.6669 -0.061 -0.472 -0.044
F -9.5204 0.6221 -4.7357 -0.779 -0.044 0.250
F -9.2042 2.1370 -6.4647 0.893 -1.210 0.588
F -8.8484 -0.1666 -6.8302 0.050 0.548 0.763
P -4.4782 -4.8099 -1.2715 -3.071 1.003 -1.717
F -4.4245 -3.1573 -1.1331 1.505 -1.316 -0.175
F -2.9357 -4.9426 -1.8423 -1.211 0.087 1.032
F -4.0008 -5.0759 0.2675 0.807 0.103 -0.339
F -4.8531 -6.3704 -1.4972 1.401 -1.528 1.646
F -5.9939 -4.6099 -0.6561 -0.122 -0.460 0.294
F -5.0805 -4.7504 -2.7593 0.764 1.893 -0.346
P -4.4144 1.7449 4.7455 -1.979 0.539 -0.345
F -5.2092 0.3982 5.2566 0.768 0.393 -0.410
F -5.3813 2.6853 5.6660 0.532 -1.125 -0.343
F -3.3088 1.5792 5.9861 -0.820 -0.158 -1.577
F -3.7239 3.0693 4.2242 1.540 0.806 0.068
F -3.5238 0.8824 3.6477 0.701 -0.735 1.373
F -5.4158 1.8799 3.4353 -0.851 -0.131 1.008
P -0.4219 1.9626 -2.8626 -0.832 1.270 -2.487
F -0.2598 1.1099 -1.5231 0.794 -0.403 0.803
F -0.4290 3.4032 -2.0258 0.180 -1.626 0.064
F 1.1944 1.9463 -3.0982 -0.527 0.721 0.737
F -0.6899 2.8866 -4.1888 0.249 -0.243 0.637
F -0.4693 0.6768 -3.8457 0.440 -1.041 0.205
F -2.0195 1.6910 -2.6904 -0.377 1.173 0.386
```
Forces are in eV/Å.

- charge = +2
- 2S+1 = 1
- Kohn-Sham gap (Ha) = 0.325
- E (eV) = -226575.204